(1)
Formula: C6H9IN
Source: the Open Molecules 2025 dataset
Level of theory: ωB97M-V with the def2-TZVPD basis set

Values from the calculation:
SMILES: C=[N+]=C/C(=C/C)CI
Total charge: +1
Frontier orbital gap in eV: 7.03
Energy relative to the best compared isomer or geometry (same formula, charge and spin) in eV: 0.455
HOMO in eV: -12.64
DFT total energy in eV: -15948.3404

Each line ends with the Mulliken charge.
Cartesian coordinates (Å):
C -1.428108 -2.675131 -1.489018  -0.074
N -0.634509 -1.730906 -1.243087  -0.087
C -0.240116 -0.504007 -1.337492  -0.327
C 0.166451 0.250443 -0.236855  0.802
C -0.123426 0.102334 1.105526  0.005
C 0.331705 0.912216 2.197729  -1.332
C 0.771993 1.604194 -0.480533  -1.397
I 2.902852 1.441251 -0.905549  0.139
H -1.262512 -3.815637 -1.589961  0.260
H -2.546168 -2.664315 -1.538651  0.261
H -0.019299 -0.010278 -2.261107  0.439
H -0.648250 -0.758184 1.248218  0.475
H -0.219663 0.745396 3.242108  0.315
H 0.399605 1.896314 1.959722  0.418
H 1.302915 0.635609 2.479790  0.381
H 0.796361 2.336627 0.258849  0.335
H 0.450171 2.234073 -1.409687  0.389

Forces on atoms 1 to 2 (eV/Å):
-1.1 -2.2 0.3
-1.0 -0.5 -1.6



(2)
Formula: C4H3NO2
Source: the Open Molecules 2025 dataset
Level of theory: ωB97M-V with the def2-TZVPD basis set

Values from the calculation:
Frontier orbital gap in eV: 9.60
Energy relative to the best compared isomer or geometry (same formula, charge and spin) in eV: 5.162
HOMO in eV: -9.29
DFT total energy in eV: -9776.5244

Each line ends with the Mulliken charge.
Cartesian coordinates (Å):
O -1.632750 -0.222102 -0.384703  -0.241
C -1.813272 -0.100161 -1.690550  -0.252
C -0.316421 -0.276395 0.016324  0.721
N 0.368697 -1.366349 -0.165345  -0.338
O 1.609296 -1.081523 0.342362  -0.114
C 1.624094 0.171041 0.816812  -0.299
C 0.412260 0.755480 0.656084  -0.414
H -2.928189 -0.127562 -1.748642  0.156
H 2.567289 0.506400 1.224536  0.439
H 0.085488 1.748402 0.923261  0.343

Forces on atoms 1 to 2 (eV/Å):
0.0 0.0 -0.4
-0.3 0.0 0.4



(3)
Formula: C12H32BrN4O4
Source: the Open Molecules 2025 dataset
Level of theory: ωB97M-V with the def2-TZVPD basis set

Values from the calculation:
Total charge: +3
Frontier orbital gap in eV: 8.61
Energy relative to the best compared isomer or geometry (same formula, charge and spin) in eV: 0.000
HOMO in eV: -15.08
DFT total energy in eV: -97130.9963

Each line ends with the Mulliken charge.
Cartesian coordinates (Å):
C -1.076750 3.961386 1.354843  -0.953
C -2.237439 4.574423 2.103742  0.662
O -3.093865 5.283143 1.664249  -0.440
N -2.528539 4.107735 3.536826  0.295
H -2.009053 3.269335 3.822175  -0.191
H -2.277182 4.822463 4.145289  0.338
C -3.947248 3.819523 3.691145  -0.927
H -1.104198 4.528735 0.412434  0.324
H -1.392060 2.876175 1.362450  0.269
H -0.151226 3.981058 1.930942  0.353
H -4.547451 4.562461 3.241274  0.410
H -4.154308 3.655881 4.740550  0.391
H -4.224836 2.868719 3.247890  0.355
C -3.804944 -0.733650 -5.180373  -1.095
C -4.783367 -1.776148 -5.806964  0.542
O -4.719957 -2.860202 -6.097234  -0.276
N -6.080108 -0.969245 -6.184826  -0.251
H -5.829866 -0.067476 -6.617508  0.386
H -6.622476 -1.609346 -6.885845  0.398
C -7.005617 -0.681120 -5.010447  -0.799
H -3.601856 0.139002 -5.825424  0.387
H -2.872063 -1.249127 -5.225407  0.333
H -4.046569 -0.539874 -4.118155  0.341
H -6.434521 -0.036111 -4.271344  0.309
H -7.253103 -1.629087 -4.548757  0.358
H -7.908642 -0.209622 -5.303795  0.367
C 5.482651 -4.368315 -3.716612  -1.075
C 6.374253 -3.885602 -2.706775  0.715
O 6.818990 -4.337365 -1.687049  -0.384
N 6.931563 -2.456004 -3.092377  -0.282
H 7.327806 -2.460593 -4.033170  0.396
H 6.132867 -1.877405 -3.247159  0.369
C 7.927535 -1.908782 -2.127562  -0.791
H 4.719249 -3.583588 -4.005550  0.332
H 5.081949 -5.378869 -3.510739  0.337
H 6.096831 -4.566186 -4.645556  0.349
H 7.383473 -1.822431 -1.209109  0.335
H 8.348310 -1.007438 -2.528013  0.343
H 8.617924 -2.733276 -2.030701  0.357
C 1.510270 0.304655 7.247952  -1.066
C 2.061446 0.053546 5.917474  0.687
O 3.160481 0.163555 5.432334  -0.457
N 0.958244 -0.398588 5.025138  0.103
H 0.748713 -1.374227 5.244367  0.370
H 0.089234 0.193538 5.155231  -0.083
C 1.285784 -0.277418 3.543368  -0.804
H 1.003971 -0.651708 7.576723  0.345
H 0.692050 0.989596 7.126278  0.347
H 2.333560 0.617503 7.867138  0.329
H 0.384800 -0.435504 2.900811  0.289
H 2.097675 -0.924873 3.322513  0.395
H 1.695317 0.719536 3.418908  0.344
Br -1.557706 1.317212 4.584405  -0.684

Forces on atoms 1 to 2 (eV/Å):
-1.5 -0.3 1.1
-1.1 0.5 -0.3



(4)
Formula: C6H7IN2O3
Source: the Open Molecules 2025 dataset
Level of theory: ωB97M-V with the def2-TZVPD basis set

Values from the calculation:
SMILES: NC(=O)[C@H](I)n1c(O)ccc1O
Frontier orbital gap in eV: 7.69
HOMO in eV: -7.86
DFT total energy in eV: -23556.8376

Each line ends with the Mulliken charge.
Cartesian coordinates (Å):
N 0.056237 2.419723 -0.281809  -0.363
C 1.285447 1.962456 -0.026312  0.687
O 2.399853 2.320535 -0.176939  -0.496
C 1.067616 0.318477 0.693821  -1.088
I 3.042873 -0.691320 0.290345  0.082
N -0.042996 -0.380684 0.289921  0.295
C -0.861922 -1.212059 1.002043  0.399
O -0.732229 -1.388731 2.332376  -0.523
C -1.818664 -1.833882 0.264657  -0.627
C -1.427323 -1.525218 -1.154390  -0.840
C -0.368369 -0.600774 -1.019038  0.341
O 0.237057 0.076638 -2.003296  -0.540
H -0.808215 1.784276 -0.396199  0.282
H 0.058318 3.360771 -0.809213  0.269
H 0.949570 0.592454 1.828919  0.593
H 0.196447 -1.074342 2.475772  0.335
H -2.459608 -2.572560 0.710448  0.413
H -1.953480 -1.526211 -2.064466  0.456
H 1.179385 -0.029545 -1.956643  0.325

Forces on atoms 1 to 2 (eV/Å):
-1.3 2.3 -1.5
-1.5 -4.8 1.0



(5)
Formula: C7H11N4O3P
Source: the Open Molecules 2025 dataset
Level of theory: ωB97M-V with the def2-TZVPD basis set

Values from the calculation:
Frontier orbital gap in eV: 8.92
Energy relative to the best compared isomer or geometry (same formula, charge and spin) in eV: 2.599
HOMO in eV: -9.13
DFT total energy in eV: -28825.7320

Each line ends with the Mulliken charge.
Cartesian coordinates (Å):
C 2.735237 0.800802 -0.920937  -0.329
C 2.165842 -0.123835 -1.792751  -0.367
C 2.631882 0.558717 0.424379  -0.754
C 1.325236 -1.045601 -1.355060  -0.398
C 1.582943 -0.283608 0.897221  -0.408
C 1.025307 -1.184084 -0.000867  0.929
C -0.136349 -1.872147 0.563807  -0.625
N -2.648046 1.696182 0.902121  -0.566
N -1.671121 0.418505 -1.315884  -0.556
N -1.407422 -0.548830 1.187373  -0.590
N -0.948467 -2.872490 -0.414278  1.030
O -2.153355 -2.803208 -0.428214  -0.592
O -0.215212 -3.565586 -1.068421  -0.553
O -0.023618 1.623529 0.321389  -0.549
P -1.256870 0.874170 0.337378  0.702
H 3.321461 1.587826 -1.425284  0.379
H 2.302632 -0.060525 -2.929863  0.267
H 3.124973 1.175754 1.130756  0.375
H 0.924937 -1.666108 -2.142472  0.319
H 1.160796 -0.293554 1.847257  0.427
H -0.041990 -2.251024 1.515904  0.484
H -3.169986 1.151689 1.422383  0.209
H -2.364680 2.567634 1.281436  0.276
H -2.663339 0.190995 -1.141956  0.290
H -1.564542 1.304464 -1.786811  0.263
H -2.339345 -0.900319 1.039225  0.334

Forces on atoms 1 to 2 (eV/Å):
1.3 -0.5 -1.0
1.0 2.1 -2.7



(6)
Formula: C16H28FNO12
Source: the Open Molecules 2025 dataset
Level of theory: ωB97M-V with the def2-TZVPD basis set

Values from the calculation:
Frontier orbital gap in eV: 9.45
Energy relative to the best compared isomer or geometry (same formula, charge and spin) in eV: 0.000
HOMO in eV: -10.34
DFT total energy in eV: -45818.4519

Each line ends with the Mulliken charge.
Cartesian coordinates (Å):
N -2.472178 -2.416335 -0.336063  -0.255
H -2.554907 -2.667120 -1.348539  0.348
H -3.092957 -2.905083 0.309576  0.396
H -2.550573 -1.443915 -0.380781  0.216
H -1.609016 -2.562403 -0.031871  0.217
F -0.404232 -0.622048 0.377831  -0.903
C 1.178730 1.022822 -4.127980  -1.660
C 0.738292 -0.406397 -3.959630  0.332
C 0.854203 -1.162946 -2.636596  0.204
O -0.263758 -2.000842 -2.600509  -0.324
C -1.196660 -1.549053 -3.561768  0.650
O -2.330062 -2.041095 -3.827548  -0.646
O -0.609308 -0.617822 -4.257192  -0.367
H 0.869084 1.452204 -4.979661  0.539
H 2.172122 1.134614 -4.307932  0.488
H 0.817906 1.496409 -3.287054  0.205
H 1.082508 -0.896013 -4.769941  0.571
H 0.798849 -0.510935 -1.851224  -0.137
H 1.904401 -1.757420 -2.510255  0.206
C -2.003801 2.933527 0.041320  -2.102
C -1.371152 2.567995 -1.264146  1.150
C -2.113645 1.479967 -2.014362  0.928
O -2.384084 2.022259 -3.218362  -0.317
C -1.946863 3.244809 -3.248193  0.572
O -2.073454 3.991402 -4.232753  -0.640
O -1.403994 3.620204 -2.126377  -0.403
H -1.773812 2.242140 0.753986  0.221
H -3.028609 3.383798 0.126028  0.326
H -1.502893 3.693447 0.440107  0.716
H -0.316162 2.319217 -1.214399  0.196
H -2.990643 0.981226 -1.577463  0.219
H -1.498223 0.599283 -2.090429  -0.882
C -0.447263 2.267566 3.510474  -1.405
C -1.114522 0.936107 3.444524  1.371
C -0.182626 -0.322803 3.883315  -0.893
O -0.657100 -0.598769 5.132359  -0.408
C -1.778223 -0.055644 5.299835  0.578
O -2.421834 -0.190589 6.293820  -0.613
O -2.169181 0.772734 4.375459  -0.396
H 0.352595 2.317502 2.793785  0.345
H 0.159441 2.287235 4.389585  0.473
H -1.136537 3.110181 3.146816  0.261
H -1.502500 0.645867 2.411963  -0.348
H 0.790717 -0.169764 3.916474  0.518
H -0.423800 -1.100816 3.380085  0.465
C 2.120478 -2.959714 1.923344  -0.936
C 2.923838 -2.263100 0.819235  0.419
C 2.925060 -0.749267 0.868759  0.831
O 4.394039 -0.379469 1.088434  -0.381
C 5.095249 -1.552962 1.040360  0.532
O 6.319477 -1.608012 1.085407  -0.585
O 4.336262 -2.629579 0.976950  -0.402
H 2.303322 -4.035506 2.150154  0.369
H 1.081416 -2.635128 1.651011  0.099
H 2.686818 -2.501417 2.845504  0.248
H 2.731908 -2.586782 -0.214575  0.245
H 2.250328 -0.146177 1.569836  -0.099
H 2.437527 -0.477587 -0.070734  -0.348

Forces on atoms 1 to 2 (eV/Å):
-4.2 -1.2 -2.8
0.0 -0.6 0.8



(7)
Formula: C11H11AlI2N2O2S2Se3Te
Source: the Open Molecules 2025 dataset
Level of theory: ωB97M-V with the def2-TZVPD basis set

Values from the calculation:
Frontier orbital gap in eV: 6.32
Energy relative to the best compared isomer or geometry (same formula, charge and spin) in eV: 1.438
HOMO in eV: -7.08
DFT total energy in eV: -266463.0761

Each line ends with the Mulliken charge.
Cartesian coordinates (Å):
Al -0.824849 -1.548691 0.488343  -0.159
I 2.259658 -1.348991 1.874474  0.157
C 2.824240 0.126122 0.478272  -0.856
I 2.004033 0.067316 -1.503797  0.177
H 3.899108 0.100484 0.355455  0.550
H 2.485292 1.080969 0.859465  0.273
O -1.593464 3.944119 2.592302  -0.384
C -2.431714 2.900886 2.805242  1.096
C -3.502738 3.050980 3.683933  -0.796
C -4.378122 2.011610 3.933291  -0.481
C -4.177793 0.784032 3.324284  -0.890
C -3.108866 0.630546 2.462158  0.321
C -2.225003 1.663439 2.164407  0.017
C -1.119652 1.412913 1.196789  0.669
O -0.870515 0.134731 0.881018  -0.039
N -0.477870 2.431207 0.759235  -0.559
N 0.542299 2.160944 -0.120312  -0.161
C 1.380039 3.101432 -0.261087  0.338
S 2.819351 2.900026 -1.320896  -0.119
C 3.644792 4.403914 -0.680541  -0.583
C 2.629622 5.436173 -0.240767  -0.586
S 1.263030 4.615386 0.621035  -0.023
H -1.903802 4.695474 3.109495  0.303
H -3.638917 4.006369 4.179711  0.283
H -5.211845 2.163602 4.606356  0.378
H -4.843928 -0.046912 3.511427  0.438
H -2.962072 -0.325254 1.992836  -0.422
H 4.266882 4.773085 -1.495133  0.376
H 4.280833 4.091123 0.146184  0.288
H 2.219746 5.978032 -1.092075  0.303
H 3.059025 6.143508 0.467403  0.364
Se -2.539392 -2.678370 1.553216  0.102
Se -2.415977 -4.890084 0.745402  -0.228
Te -0.489099 -4.748034 -0.906888  -0.131
Se 0.602205 -2.334317 -1.204378  -0.016

Forces on atoms 1 to 2 (eV/Å):
0.3 0.8 0.0
0.0 0.0 0.1